[1]
The following is a quantum chemistry calculation of a structure of composition C16H15N5O3S3TeW, from OMol25.

Results
* relative energy (zero: lowest compared OMol25 entry of this formula, charge and spin): 43.05 kJ/mol
* gap between HOMO and LUMO (alpha / beta): 6.95 / 6.95 eV
* E_LUMO (alpha / beta): -0.82 / -0.82 eV
* calculated total energy: -72052.3176 eV
* charge: 0

Cartesian coordinates (Å):
W -0.10712 -0.54506 0.24509
N -4.50944 6.17598 -1.36607
C -3.64188 5.12789 -1.61551
C -2.33891 5.37555 -2.05793
C -1.48854 4.32873 -2.35507
C -1.93287 3.02062 -2.21315
C -3.22844 2.75784 -1.78305
C -4.07673 3.80418 -1.48522
S -0.85867 1.68503 -2.57000
O -1.64739 0.54985 -2.95803
O 0.19209 2.15668 -3.42686
N -0.21619 1.23629 -1.12573
C 0.61132 1.98351 -0.38052
N 1.02462 3.22993 -0.60990
C 1.84515 3.73771 0.29732
C 2.27771 3.05841 1.43583
C 1.80292 1.77866 1.61234
N 0.97309 1.24724 0.71781
H -4.09187 7.07259 -1.18359
H -5.30335 5.97393 -0.78251
H -2.00106 6.39797 -2.17783
H -0.48008 4.51090 -2.69815
H -3.56438 1.73350 -1.69554
H -5.09064 3.60384 -1.16042
H 2.17174 4.75664 0.11708
H 2.94380 3.51630 2.14968
H 2.05541 1.16377 2.46744
S -2.29652 0.53880 1.05666
C -2.26288 -1.04944 0.61227
N -1.77595 -2.11843 0.43704
C 1.24913 -1.13376 -2.48857
O 0.83008 -1.24023 -1.13476
H 1.51786 -0.09996 -2.70384
H 0.42764 -1.43458 -3.13476
H 2.10695 -1.78927 -2.62542
Te 0.78182 -1.67848 2.47151
C -0.60521 -3.14535 3.03851
C -0.64163 -4.45410 2.65747
C -1.74163 -5.16020 3.21766
C -2.51660 -4.37334 4.01318
S -1.91399 -2.77363 4.08011
H 0.08299 -4.89339 1.98716
H -1.94470 -6.20563 3.03520
H -3.40366 -4.65083 4.55923

[2]
The following is a quantum chemistry calculation of a structure of composition C16H15NO2PbS2Te at a distorted geometry, from OMol25.

Results
* relative energy (zero: lowest compared OMol25 entry of this formula, charge and spin): 47.74 kJ/mol
* gap between HOMO and LUMO (alpha / beta): 6.31 / 5.25 eV
* E_LUMO (alpha / beta): -1.35 / -2.43 eV
* calculated total energy: -56628.8835 eV
* charge: 0

Cartesian coordinates (Å):
Pb 0.52394 -0.90057 -0.61475
S 1.23846 -0.52965 1.98806
C 1.24149 1.06495 1.39479
N 0.87500 1.30426 0.15246
C 0.95431 2.64210 -0.19058
C 0.63868 3.20592 -1.42263
C 0.77179 4.57311 -1.57748
C 1.21508 5.37918 -0.52861
C 1.53377 4.83021 0.70123
C 1.40022 3.45889 0.85750
S 1.71945 2.48348 2.27355
H 0.30092 2.57566 -2.23554
H 0.52372 5.03152 -2.52556
H 1.31276 6.44582 -0.68071
H 1.88388 5.44432 1.52043
C 3.66511 -6.01095 -4.90416
C 3.48070 -4.69293 -4.20442
C 2.75617 -3.66011 -4.77964
C 2.60815 -2.42646 -4.15438
C 1.80919 -1.35216 -4.84272
C 3.21429 -2.22519 -2.90654
Te 3.00843 -0.35116 -1.90315
C 3.95157 -3.25627 -2.30318
C 4.61553 -3.09605 -0.96074
C 4.06773 -4.47243 -2.96461
H 2.99163 -6.10898 -5.75466
H 3.48971 -6.84298 -4.22155
H 4.68882 -6.09861 -5.27423
H 2.29271 -3.81937 -5.74762
H 1.46650 -1.69216 -5.81930
H 2.41612 -0.45611 -4.97516
H 0.93466 -1.06816 -4.25479
H 3.87726 -3.06868 -0.15615
H 5.18668 -2.17086 -0.91459
H 5.28937 -3.93077 -0.76780
H 4.63545 -5.26905 -2.49514
O -1.80263 -0.28364 -1.06262
O -2.39613 -0.77847 -2.01822

[3]
The following is a quantum chemistry calculation of the molecule C16H15NO4 at a distorted geometry, from OMol25.

Results
* relative energy (zero: lowest compared OMol25 entry of this formula, charge and spin): 342.38 kJ/mol
* gap between HOMO and LUMO: 8.57 eV
* E_LUMO: -0.84 eV
* calculated total energy: -26512.8761 eV
* charge: 0

Cartesian coordinates (Å):
C 4.49525 -1.11119 1.34040
C 4.02800 -1.66056 0.01257
O 4.82611 -2.01515 -0.79670
N 2.61526 -1.79694 -0.27749
C 1.86683 -2.34345 0.87076
C 1.99985 -0.60686 -0.70845
C 2.43634 0.64761 -0.56981
C 1.64000 1.79535 -1.06306
O 2.15580 2.81009 -1.45202
C 0.16900 1.59505 -0.99896
C -0.71663 2.63988 -0.77210
C -2.08111 2.37672 -0.68960
C -2.58145 1.07394 -0.82854
C -4.05071 0.82280 -0.70847
C -4.44959 0.54529 0.75133
C -3.67759 -0.48455 1.48014
O -3.60829 0.98156 1.74850
C -1.67388 0.04506 -1.08053
C -0.30733 0.29207 -1.15430
C 0.66507 -0.80028 -1.38788
O 0.42359 -1.76934 -2.05108
H 3.70710 -1.05166 2.08506
H 4.86351 -0.10668 1.15122
H 5.29398 -1.72395 1.74176
H 1.62070 -1.57486 1.60590
H 2.45310 -3.10858 1.37251
H 0.95988 -2.82557 0.51964
H 3.37103 0.88862 -0.08700
H -0.35802 3.65179 -0.65927
H -2.77761 3.17809 -0.48950
H -4.37195 -0.05040 -1.26838
H -4.62295 1.70732 -0.97976
H -5.50901 0.57971 0.96931
H -2.61984 -0.61235 1.31059
H -4.15654 -1.02049 2.28536
H -2.02785 -0.96810 -1.22214

[4]
The following is a quantum chemistry calculation of a structure of composition C16H15NO4S at a distorted geometry, from OMol25.

Results
* relative energy (zero: lowest compared OMol25 entry of this formula, charge and spin): 1190.00 kJ/mol
* gap between HOMO and LUMO: 6.70 eV
* E_LUMO: -1.03 eV
* calculated total energy: -37339.7485 eV
* charge: 0

Cartesian coordinates (Å):
O 4.80266 -1.64879 -1.20810
C 5.09306 -0.57655 -0.80256
O 6.26742 0.17006 -0.94279
H 6.78625 -0.49034 -1.45741
C 3.95446 0.00890 -0.16858
C 2.65446 -0.51554 0.31129
C 1.66658 0.13282 1.14508
C 1.96614 1.56685 1.30824
C 3.14926 2.18283 1.06338
C 4.21034 1.43555 0.42930
H 5.06078 2.14756 0.24025
H 3.28754 3.25704 1.40683
H 1.23118 1.86220 1.87513
S 0.21611 -0.46590 1.37635
O 0.44755 -1.76770 1.95107
O -0.76156 0.38700 2.04161
N -0.21510 -1.15942 -0.16549
C -0.85630 0.05503 -0.87423
C -2.18727 0.41614 -0.76772
C -2.92811 1.53952 -0.98793
C -4.29636 1.69293 -0.99540
C -5.12802 0.80738 -0.14055
C -4.41685 -0.35203 0.16068
C -3.11539 -0.63392 0.07922
C -2.42234 -1.79273 0.13971
C -0.98159 -2.17286 -0.29063
H -0.50313 -3.16721 0.23279
H -1.14379 -2.30092 -1.36698
H -3.16597 -2.84421 0.30627
H -2.22786 -1.92640 1.53383
H -4.98906 -1.12483 0.53284
H -6.09770 0.83933 -0.25925
H -4.67802 2.66342 -1.19736
H -2.32021 2.13033 -1.59866
H -0.29752 0.94077 -0.66798
H -0.60352 0.12879 -1.98694
H 2.54187 -1.42510 -0.25529

[5]
The following is a quantum chemistry calculation of a structure of composition C16H16AsCoNO5S5, from OMol25.

Results
* relative energy (zero: lowest compared OMol25 entry of this formula, charge and spin): 13.75 kJ/mol
* <S²>: 6.015
* gap between HOMO and LUMO (alpha / beta): 7.31 / 6.14 eV
* E_LUMO (alpha / beta): 2.51 / 1.37 eV
* 2S+1: 5
* calculated total energy: -181224.5821 eV
* charge: -1

Cartesian coordinates (Å):
Co -1.30927 -2.04053 0.37272
O -0.74161 -4.83536 -2.54414
C -0.91214 -4.47155 -1.26690
O -1.86392 -3.81062 -0.91710
C 0.10354 -5.12565 -0.35036
O 0.33355 -4.42018 0.83129
C 1.51615 -3.62546 0.80368
C 1.52431 -2.54167 -0.27912
O 2.59606 -1.99764 -0.53329
O 0.40122 -2.34607 -0.84773
H -1.45748 -4.40863 -3.03874
H 1.02047 -5.31470 -0.91669
H -0.33863 -6.09509 -0.08650
H 2.40006 -4.26124 0.67857
H 1.57089 -3.14083 1.77874
S -4.89690 -1.15596 3.74603
As -3.23039 -0.87464 2.37217
S -1.55395 -2.16484 2.75590
S -3.68666 -1.32203 0.33306
S -3.03264 1.15978 2.91872
N -0.56911 -0.05970 0.41574
S 0.26687 0.73950 -0.64582
C 1.59186 1.58608 0.19217
C 2.86531 1.06611 0.03166
C 3.91766 1.64920 0.72967
C 3.68345 2.71942 1.57731
C 2.39434 3.21573 1.74901
C 1.34110 2.64780 1.05657
C -0.71643 2.15513 -1.13694
C -0.16571 3.15436 -1.93203
C -0.96577 4.20292 -2.34758
C -2.30565 4.24857 -1.97016
C -2.84173 3.24391 -1.18476
C -2.05038 2.17926 -0.76360
H -0.93320 0.53086 1.16619
H 3.01575 0.19241 -0.59148
H 4.91880 1.25398 0.62033
H 4.50594 3.16687 2.12083
H 2.21304 4.03806 2.42821
H 0.33089 3.01614 1.18576
H 0.87968 3.12080 -2.21184
H -0.54911 4.99061 -2.96192
H -2.92620 5.07506 -2.29254
H -3.88097 3.28003 -0.88663
H -2.46312 1.37978 -0.15844

[6]
The following is a quantum chemistry calculation of the molecule C16H16BrN3O2S at a distorted geometry, from OMol25.

Results
* relative energy (zero: lowest compared OMol25 entry of this formula, charge and spin): 163.30 kJ/mol
* gap between HOMO and LUMO: 8.82 eV
* E_LUMO: 0.46 eV
* calculated total energy: -106293.1070 eV
* charge: 0

Cartesian coordinates (Å):
C 5.11484 0.41578 0.22299
C 3.68547 -0.29081 0.07172
C 3.39904 -0.72486 -1.33942
C 2.61535 0.64096 0.63138
C 1.37095 -0.14462 1.00090
N 0.22559 0.48906 0.86518
C -0.78766 -0.25528 0.95935
N -2.01921 0.32369 0.90111
C -2.15123 1.82233 1.12627
C -1.98835 2.60471 -0.17641
O -2.81820 2.11227 -1.22774
C -3.38500 0.86303 -1.03092
C -4.47460 0.56502 -1.84888
C -5.20221 -0.63584 -1.68508
C -4.81857 -1.54347 -0.66689
Br -5.58542 -3.33156 -0.74551
C -3.66142 -1.28914 0.16842
C -3.02828 -0.10387 0.01242
S -0.50645 -1.95398 1.23376
C 1.20456 -1.49944 1.11971
C 2.48520 -2.18021 1.12986
O 2.55540 -3.29072 1.50865
N 3.64516 -1.40565 0.97814
H 5.18269 1.35947 -0.34151
H 5.29406 0.69570 1.26638
H 5.90009 -0.32156 -0.06111
H 2.28631 -0.88807 -1.63549
H 3.77186 0.07070 -2.00529
H 3.86870 -1.69384 -1.47620
H 2.94442 1.20197 1.49844
H 2.30326 1.32004 -0.17999
H -1.51546 2.15026 2.01677
H -3.17837 2.21670 1.50502
H -0.92586 2.54962 -0.47322
H -2.15883 3.62458 0.01845
H -4.72312 1.40026 -2.57369
H -5.99916 -0.78520 -2.52691
H -3.39955 -2.04615 0.90315
H 4.47400 -2.04188 0.85622